one | Below is a single C6H7Cl molecule, with properties calculated with ωB97M-V/def2-TZVPD.

Element x y z (Å)
Cl -2.94 -0.35 1.26
C -1.24 0.49 -1.61
C 0.37 -0.66 2.14
C -1.35 -0.22 0.80
C 0.80 0.05 -0.12
C 1.29 -0.32 1.06
C -0.65 0.11 -0.28
H 1.43 0.31 -0.96
H 2.36 -0.37 1.25
H -1.34 -0.39 -2.24
H -0.59 1.21 -2.12
H 0.24 0.05 2.94
H 0.21 -1.69 2.40
H -2.22 0.93 -1.48

Total charge: 0
Spin multiplicity: 3
⟨S²⟩: 2.030
Gap between HOMO and LUMO (alpha / beta): 5.98 / 7.05 eV
LUMO level (alpha / beta): 0.0333 / -0.0690 Eh

Atomic partial charges in e from the natural (NBO) method, atoms 1 to 5: 0.09 -0.64 -0.34 -0.03 -0.23



two | Below is a single C6H7Cl molecule, with properties calculated with ωB97M-V/def2-TZVPD.

Element x y z (Å)
Cl 2.03 1.07 1.07
C -0.02 -0.50 -1.82
C -0.51 0.79 -1.42
C -0.25 -0.35 1.81
C 0.79 -1.28 -1.08
C -0.34 1.12 -0.17
C 0.51 0.26 0.70
H -0.73 -1.38 1.52
H -1.09 0.42 2.04
H 0.27 -0.56 2.83
H -1.13 1.36 -2.02
H -0.68 1.99 0.27
H -0.30 -0.81 -2.74
H 1.45 -2.12 -0.99

Total charge: 0
Spin multiplicity: 3
⟨S²⟩: 2.030
Gap between HOMO and LUMO (alpha / beta): 6.97 / 7.61 eV
LUMO level (alpha / beta): 0.0213 / -0.0434 Eh

Atomic partial charges in e from the natural (NBO) method, atoms 1 to 5: -0.01 -0.34 -0.21 -0.71 -0.08



Stability order, top to bottom: one, two



one | Below is 2 unconnected molecules or ions with the total composition C2H6BN, with properties calculated with ωB97M-V/def2-TZVPD.

Element x y z (Å)
N -1.12 0.45 -1.39
C -0.06 -0.42 1.01
C 1.12 0.13 0.25
B -0.28 -0.02 -0.37
H -2.04 0.24 -1.26
H -0.62 -0.09 1.97
H -0.92 1.13 -2.06
H 0.02 -1.55 1.07
H 1.63 1.01 0.52
H 2.27 -0.88 0.28

Total charge: 0
Spin multiplicity: 1
Gap between HOMO and LUMO: 9.93 eV
LUMO level: 0.0218 Eh

Atomic partial charges in e from the natural (NBO) method, atoms 1 to 5: -1.01 -0.78 -0.63 0.76 0.38



two | Below is a single C2H6BN molecule, with properties calculated with ωB97M-V/def2-TZVPD.

Element x y z (Å)
N 1.85 -0.25 -0.01
C -1.95 0.02 -0.06
C -0.65 -0.25 0.06
B 0.71 0.63 0.02
H 2.66 0.12 -0.39
H -0.56 -1.36 0.06
H -2.77 -0.66 -0.23
H -2.27 0.97 0.17
H 0.86 1.75 -0.08
H 1.83 -1.28 -0.05

Total charge: 0
Spin multiplicity: 1
Gap between HOMO and LUMO: 10.39 eV
SMILES: C=CBN
LUMO level: 0.0307 Eh

Atomic partial charges in e from the natural (NBO) method, atoms 1 to 5: -1.01 -0.32 -0.49 0.58 0.38



Stability order, top to bottom: two, one



one | Below is a single C2H3FS molecule, with properties calculated with ωB97M-V/def2-TZVPD.

Element x y z (Å)
S 2.31 0.00 -0.14
F -1.47 -0.71 -0.25
C -0.55 0.23 -0.25
C 0.76 -0.31 0.21
H -0.88 0.95 0.72
H 0.43 -1.15 0.82
H -0.62 0.99 -1.12

Total charge: 0
Spin multiplicity: 1
Gap between HOMO and LUMO: 8.55 eV
SMILES: FCC=S
LUMO level: -0.0203 Eh

Atomic partial charges in e from the natural (NBO) method, atoms 1 to 5: 0.09 -0.34 -0.01 -0.31 0.17



two | Below is a molecular structure, C2H3FS, with properties calculated with ωB97M-V/def2-TZVPD.

Element x y z (Å)
S -1.65 0.89 1.16
F 1.56 -0.49 -0.42
C 0.27 -0.17 -0.65
C -0.26 0.18 0.69
H -0.49 -1.19 -1.10
H 0.19 0.70 -1.21
H 0.38 0.07 1.53

Total charge: 0
Spin multiplicity: 1
Gap between HOMO and LUMO: 8.47 eV
LUMO level: -0.0192 Eh

Atomic partial charges in e from the natural (NBO) method, atoms 1 to 5: 0.05 -0.34 0.00 -0.29 0.18



Stability order, top to bottom: one, two



one | Below is a molecular structure, C2H5NO3S, with properties calculated with ωB97M-V/def2-TZVPD.

Element x y z (Å)
S 1.32 -0.06 0.02
O 0.60 1.18 0.58
O 2.20 -0.64 0.99
O 1.87 0.09 -1.29
N -1.28 -0.17 0.36
C -0.79 1.12 -0.12
C -0.22 -1.10 -0.06
H -0.49 1.06 -1.15
H -1.33 -0.20 1.36
H -0.37 -1.30 -1.21
H -0.15 -2.04 0.52
H -1.36 2.05 0.00

Total charge: 0
Spin multiplicity: 1
Gap between HOMO and LUMO: 11.02 eV
LUMO level: 0.0253 Eh

Atomic partial charges in e from the natural (NBO) method, atoms 1 to 5: 2.35 -0.72 -0.93 -0.93 -0.60



two | Below is a single C2H5NO3S molecule, with properties calculated with ωB97M-V/def2-TZVPD.

Element x y z (Å)
S 1.08 0.16 0.03
O 2.26 0.05 -0.76
O 0.05 1.65 -0.62
O 1.14 0.29 1.44
N -0.04 -1.05 -0.37
C 0.33 -2.22 -0.13
C -1.19 1.64 0.00
H -0.36 -3.03 -0.36
H 1.29 -2.48 0.31
H -1.67 2.57 -0.30
H -1.09 1.62 1.09
H -1.80 0.80 -0.33

Total charge: 0
Spin multiplicity: 1
Gap between HOMO and LUMO: 10.68 eV
SMILES: C=NS(=O)(=O)OC
LUMO level: -0.0031 Eh

Atomic partial charges in e from the natural (NBO) method, atoms 1 to 5: 2.36 -0.87 -0.65 -0.89 -0.64



Stability order, top to bottom: one, two



one | Below is a single C5H5ClOS molecule, with properties calculated with ωB97M-V/def2-TZVPD.

Element x y z (Å)
Cl -0.12 0.66 -2.50
S -1.97 0.42 0.44
O -0.46 -1.91 -1.18
C 0.40 -1.10 -0.40
C 0.63 1.07 2.64
C -0.13 0.06 0.28
C 0.34 0.63 1.53
C 0.60 0.21 -1.13
H -1.47 -1.36 -1.22
H 1.35 -1.70 -0.21
H 1.07 1.11 3.55
H -1.92 1.36 -0.73
H 1.68 0.56 -1.07

Total charge: 0
Spin multiplicity: 1
Gap between HOMO and LUMO: 9.76 eV
SMILES: C#C[C@@]1(S)[C@H](Cl)[C@@H]1O
LUMO level: 0.0150 Eh

Atomic partial charges in e from the natural (NBO) method, atoms 1 to 5: 0.10 0.00 -0.71 0.07 -0.21



two | Below is a single C5H5ClOS molecule, with properties calculated with ωB97M-V/def2-TZVPD.

Element x y z (Å)
Cl -0.92 2.43 0.21
S -3.34 -1.10 0.23
O 2.07 -0.54 1.00
C 2.28 -0.77 -0.39
C -0.18 -0.22 0.22
C -1.19 0.66 0.12
C -2.61 0.34 0.06
C 1.19 0.18 0.06
H -3.31 1.21 -0.06
H 1.41 1.24 -0.05
H 3.18 -0.46 -0.84
H -0.43 -1.26 0.22
H 1.85 -1.71 -0.79

Total charge: 0
Spin multiplicity: 1
Gap between HOMO and LUMO: 7.84 eV
SMILES: S=C/C(Cl)=C/[C@@H]1CO1
LUMO level: -0.0478 Eh

Atomic partial charges in e from the natural (NBO) method, atoms 1 to 5: -0.03 0.08 -0.47 -0.08 -0.14



Stability order, top to bottom: two, one



one | Below is a molecular structure, C18H20BrCl3O2PdSi2, with properties calculated with ωB97M-V/def2-TZVPD.

Element x y z (Å)
Pd -0.43 0.65 0.89
Br -3.32 5.90 -1.89
Cl 0.19 0.11 6.17
Cl 2.26 -1.18 4.62
Cl -0.38 -2.37 4.79
Si -1.17 -1.23 -0.27
Si 1.61 0.37 -0.19
O 0.49 -0.62 2.36
O -0.64 0.90 3.52
C 2.76 -2.01 -1.30
C 1.60 -1.39 -0.83
C -2.46 4.35 -1.23
C -2.12 -2.23 0.98
C 0.06 -0.10 3.43
C 2.72 -3.30 -1.81
C -1.28 2.30 -1.65
C 0.36 -3.39 -1.37
C -1.92 3.44 -2.13
C 2.87 0.64 1.16
C 0.39 -2.09 -0.86
C -2.26 -0.85 -1.75
C 0.52 -0.84 4.72
C 1.93 1.53 -1.63
C -1.18 2.05 -0.28
C -1.73 2.99 0.59
C -2.37 4.14 0.13
C 1.51 -3.99 -1.84
H 3.84 0.42 0.69
H 3.70 -1.48 -1.29
H 2.90 1.66 1.54
H 2.90 1.25 -2.05
H -1.49 -2.51 1.82
H 3.63 -3.77 -2.17
H -2.42 -3.14 0.44
H -3.02 -1.75 1.35
H -1.99 3.62 -3.19
H -1.74 -0.24 -2.47
H 2.71 -0.05 1.99
H -0.87 1.61 -2.36
H 1.97 2.58 -1.35
H -3.20 -0.35 -1.49
H 1.18 1.41 -2.41
H -2.80 4.85 0.82
H 1.47 -5.00 -2.23
H -1.68 2.84 1.67
H -0.58 -3.94 -1.41
H -2.50 -1.80 -2.22

Total charge: 0
Spin multiplicity: 1
Gap between HOMO and LUMO: 8.44 eV
LUMO level: -0.0206 Eh

Atomic partial charges in e from the natural (NBO) method, atoms 1 to 5: 0.39 0.06 0.05 0.03 0.02



two | Below is a molecular structure, C18H20BrCl3O2PdSi2, with properties calculated with ωB97M-V/def2-TZVPD.

Element x y z (Å)
Pd -0.11 0.09 0.17
Br -3.07 5.32 -2.52
Cl 0.47 -0.42 5.38
Cl -0.36 -2.87 4.09
Cl 2.39 -1.96 3.88
Si 2.00 -0.18 -0.74
Si -0.90 -1.86 -0.78
O 0.65 -1.28 1.59
O -0.32 0.37 2.72
C 2.34 0.90 -2.22
C -1.64 2.87 -2.72
C 1.89 -1.93 -1.38
C -1.74 -3.00 0.41
C 0.65 -3.92 -1.92
C -1.47 2.49 0.04
C -0.90 1.55 -0.82
C 3.00 -3.83 -2.39
C 0.68 -2.63 -1.39
C 0.70 -1.44 3.97
C -2.19 3.79 -1.84
C 3.03 -2.54 -1.89
C -1.98 -1.57 -2.27
C -1.00 1.76 -2.20
C -2.11 3.62 -0.47
C 1.80 -4.53 -2.41
C 3.36 -0.04 0.50
C 0.30 -0.68 2.68
H -0.57 1.04 -2.89
H -1.09 -3.25 1.25
H -1.41 2.36 1.11
H 1.76 -5.54 -2.80
H -1.48 -0.91 -2.98
H 3.98 -2.01 -1.91
H -2.54 4.35 0.20
H 3.28 0.54 -2.66
H 3.21 -0.71 1.35
H 3.90 -4.30 -2.77
H 1.55 0.81 -2.96
H -0.28 -4.47 -1.97
H -1.97 -3.90 -0.17
H -1.72 3.03 -3.78
H 2.47 1.96 -1.98
H 4.27 -0.32 -0.03
H -2.13 -2.55 -2.75
H -2.96 -1.15 -2.04
H -2.68 -2.61 0.81
H 3.50 0.98 0.89

Total charge: 0
Spin multiplicity: 1
Gap between HOMO and LUMO: 7.95 eV
LUMO level: -0.0356 Eh

Atomic partial charges in e from the natural (NBO) method, atoms 1 to 5: 0.36 0.06 0.06 0.03 0.04



Stability order, top to bottom: one, two